Entry 1:
Below is a molecular structure, C47H53AsClN2O7PS6Ta, with properties calculated with ωB97M-V/def2-TZVPD.

Last column: Löwdin charge in e.
Atoms and positions in Å:
1 Ta -0.0446 -1.3698 -0.5137  1.526
2 S 1.9621 -1.7987 -2.0743  0.052
3 S 3.0324 -3.4240 -1.4230  -0.029
4 S 2.8971 -3.2700 0.6224  -0.011
5 S 0.9014 -3.4027 1.0396  0.174
6 O -1.7437 -0.7661 -1.4512  -0.466
7 S -1.0742 -0.3076 -2.7145  0.405
8 O -0.7488 -1.3815 -3.6010  -0.310
9 O 0.0645 0.5115 -2.3175  -0.415
10 C -2.3275 0.6654 -3.5533  -0.238
11 C -2.8399 0.1206 -4.7240  -0.051
12 C -3.9195 0.7167 -5.3457  -0.067
13 C -4.4827 1.8577 -4.8006  -0.064
14 C -3.9660 2.4165 -3.6478  -0.076
15 C -2.8867 1.8285 -2.9866  -0.333
16 P -2.2971 2.4808 -1.3601  1.147
17 C -4.0167 2.7629 -0.7394  -0.370
18 C -4.6869 3.9763 -0.6320  -0.101
19 C -5.9760 4.0183 -0.1155  -0.090
20 C -6.6063 2.8570 0.3022  -0.095
21 C -5.9481 1.6404 0.1879  -0.076
22 C -4.6659 1.5964 -0.3289  -0.096
23 C -1.7850 4.1653 -1.8672  -0.372
24 C -1.7112 5.1532 -0.8831  -0.125
25 C -1.2682 6.4277 -1.1946  -0.091
26 C -0.8380 6.7208 -2.4811  -0.097
27 C -0.8438 5.7276 -3.4484  -0.085
28 C -1.3212 4.4605 -3.1469  -0.081
29 H -2.3775 -0.7745 -5.1179  0.113
30 H -4.3253 0.2863 -6.2511  0.107
31 H -5.3442 2.3106 -5.2747  0.106
32 H -4.4144 3.3086 -3.2303  0.110
33 H -4.2088 4.8946 -0.9460  0.092
34 H -6.4845 4.9712 -0.0323  0.099
35 H -7.6037 2.9042 0.7203  0.098
36 H -6.4248 0.7263 0.5174  0.104
37 H -4.1476 0.6472 -0.4139  0.104
38 H -2.0082 4.9170 0.1332  0.108
39 H -1.2574 7.1978 -0.4332  0.101
40 H -0.4824 7.7142 -2.7215  0.098
41 H -0.4793 5.9446 -4.4445  0.101
42 H -1.3333 3.6923 -3.9095  0.104
43 Cl -0.7874 -9.2035 0.0765  0.612
44 C -0.8297 -7.5229 -0.3854  -0.683
45 C -2.0146 -6.8194 -0.2926  -0.134
46 C -2.0419 -5.4886 -0.6821  -0.072
47 C -0.9085 -4.8284 -1.1620  -0.351
48 C -0.9623 -3.4133 -1.5933  -0.246
49 C 0.2651 -5.5852 -1.2607  -0.095
50 C 0.3144 -6.9098 -0.8677  -0.107
51 H -2.9081 -7.3022 0.0818  0.095
52 H -2.9773 -4.9468 -0.6263  0.084
53 H -1.9995 -3.1213 -1.7758  0.043
54 H -0.4164 -3.3219 -2.5279  0.015
55 H 1.1619 -5.1257 -1.6455  0.036
56 H 1.2427 -7.4619 -0.9288  0.103
57 C 2.7689 3.9747 0.4011  -0.328
58 As 1.9661 2.1778 -0.0519  1.217
59 C 2.0214 1.5389 1.8356  -0.483
60 C 3.7063 1.4167 -0.5585  -0.316
61 H 3.5630 3.8969 1.1481  0.018
62 H 2.0052 4.6669 0.7620  0.000
63 H 3.1906 4.4101 -0.5065  0.010
64 H 3.0482 1.6179 2.2133  0.094
65 H 0.5444 0.1112 2.4377  0.113
66 H 1.3728 3.2500 2.4989  0.058
67 H 4.4814 1.7189 0.1490  0.014
68 H 3.9833 1.7425 -1.5615  0.025
69 H 3.6284 0.3317 -0.5778  -0.005
70 C 7.5079 2.5864 -1.0773  -0.047
71 C 7.2370 1.5473 -0.0249  -0.290
72 C 7.0127 0.2197 -0.3840  -0.038
73 C 6.7525 -0.7427 0.5762  -0.041
74 C 6.7311 -0.3726 1.9109  -0.290
75 C 6.9489 0.9399 2.2915  -0.059
76 C 7.1986 1.8983 1.3209  -0.040
77 S 6.2987 -1.5577 3.1760  0.627
78 O 6.5216 -0.9072 4.4376  -0.303
79 O 6.9637 -2.8061 2.9331  -0.297
80 N 4.6778 -1.7997 2.9923  -0.128
81 C 3.9087 -0.6300 2.5608  -0.261
82 C 2.4178 -0.7739 2.8540  -0.136
83 C 1.5164 0.0632 1.9391  -0.382
84 O 1.1602 2.3249 2.6625  -0.086
85 O 1.2874 -0.5629 0.6681  -0.546
86 H 6.6739 2.6525 -1.7778  0.077
87 H 8.4018 2.3269 -1.6462  0.081
88 H 7.6587 3.5652 -0.6250  0.073
89 H 7.0296 -0.0562 -1.4311  0.122
90 H 6.5644 -1.7732 0.3015  0.125
91 H 6.9148 1.1842 3.3442  0.111
92 H 7.3593 2.9296 1.6102  0.110
93 H 4.4726 -2.6410 2.4626  0.034
94 H 4.0415 -0.4441 1.4897  0.095
95 H 4.3241 0.2122 3.1181  0.111
96 H 2.2079 -0.4845 3.8855  0.131
97 H 2.1236 -1.8153 2.7413  0.039
98 C -3.7054 -5.1208 2.5407  -0.093
99 N -3.6795 -3.6897 2.3051  -0.266
100 C -4.5824 -3.2984 1.2381  -0.090
101 C -2.3226 -3.1991 2.0671  -0.192
102 C -2.2634 -1.6884 2.1294  -0.233
103 C -3.0666 -1.0566 3.0827  -0.056
104 C -3.0587 0.3185 3.2380  -0.090
105 C -2.2180 1.0783 2.4425  -0.100
106 C -1.4277 0.4446 1.4988  -0.199
107 C -1.4279 -0.9407 1.2949  -0.196
108 H -4.7315 -5.4316 2.7485  0.079
109 H -3.0913 -5.3493 3.4130  0.086
110 H -3.3288 -5.7093 1.6942  0.057
111 H -5.5787 -3.6916 1.4484  0.081
112 H -4.2666 -3.6638 0.2489  0.071
113 H -4.6362 -2.2103 1.1929  0.074
114 H -1.9065 -3.5414 1.1075  0.072
115 H -1.6794 -3.6042 2.8552  0.122
116 H -3.7142 -1.6733 3.6929  0.108
117 H -3.6912 0.7912 3.9797  0.095
118 H -2.1618 2.1541 2.5602  0.101
119 H -0.7612 1.0712 0.9142  0.050

Values from the calculation:
Net charge: -1
E_tot: -7942.529115 a.u.
Energy relative to the best compared isomer or geometry (same formula, charge and spin): 341.9 kJ/mol
Kohn-Sham gap: 0.2333 hartree
2S+1: 1
E_HOMO: -4.704 eV

---

Entry 2:
Below is a molecular structure, C47H53GePSi2Zr, with properties calculated with ωB97M-V/def2-TZVPD.

Last column: Mulliken spin population.
Atoms and positions in Å:
1 Zr 0.4753 0.4730 -0.0297  0.399
2 C 5.3979 -2.6726 3.0594  0.000
3 C 5.1321 -1.4603 2.4421  0.000
4 C 3.8452 -1.1722 2.0140  0.003
5 C 2.8156 -2.0897 2.2026  -0.007
6 C 3.0930 -3.3117 2.8188  -0.002
7 C 4.3792 -3.5980 3.2449  0.000
8 P 1.1304 -1.6481 1.7065  0.062
9 C 0.3562 -3.2050 1.1839  0.013
10 C 1.0597 -4.1252 0.4087  0.003
11 C 0.4177 -5.2439 -0.0993  -0.002
12 C -0.9309 -5.4494 0.1582  0.003
13 C -1.6355 -4.5348 0.9274  -0.002
14 C -0.9979 -3.4135 1.4370  0.000
15 C 0.2205 -1.1862 3.2045  -0.015
16 C 0.1855 -1.9487 4.3439  -0.001
17 C -0.5572 -1.5180 5.4591  0.000
18 C -1.2333 -0.3289 5.4190  0.000
19 C -1.2014 0.4863 4.2648  0.000
20 C -1.8389 1.7543 4.2177  0.001
21 C -1.7261 2.5503 3.1171  0.001
22 C -0.9992 2.0892 1.9919  0.031
23 C -0.4188 0.8457 1.9536  -0.100
24 C -0.4801 0.0442 3.1322  0.063
25 H 6.4013 -2.9009 3.3939  0.000
26 H 5.9242 -0.7392 2.2871  0.000
27 H 3.6521 -0.2284 1.5219  -0.002
28 H 2.3100 -4.0492 2.9467  0.000
29 H 4.5881 -4.5477 3.7193  0.000
30 H 2.1137 -3.9775 0.2072  0.000
31 H 0.9729 -5.9590 -0.6924  0.000
32 H -1.4303 -6.3240 -0.2372  0.000
33 H -2.6849 -4.6978 1.1375  0.000
34 H -1.5573 -2.7011 2.0327  0.000
35 H 0.7295 -2.8832 4.3993  0.000
36 H -0.5803 -2.1278 6.3523  0.000
37 H -1.7917 0.0105 6.2833  0.000
38 H -2.3951 2.0903 5.0847  0.000
39 H -2.1902 3.5274 3.0942  0.002
40 H -0.9293 2.7671 1.1409  0.016
41 C -0.5668 3.4318 -2.1562  0.137
42 Ge -1.7092 1.8737 -1.7911  0.386
43 C -2.5959 1.2226 -3.4013  0.004
44 C -3.6481 2.0519 -3.8006  0.026
45 C -4.3900 1.7620 -4.9356  0.003
46 C -4.1003 0.6290 -5.6802  0.000
47 C -3.0678 -0.2086 -5.2865  0.000
48 C -2.3200 0.0864 -4.1552  -0.067
49 C -3.0362 2.2663 -0.4232  0.059
50 C -3.2828 3.5838 -0.1256  0.029
51 C -4.2413 3.9430 0.8480  -0.001
52 C -4.9101 2.9725 1.5335  0.027
53 C -4.6694 1.6002 1.2748  -0.018
54 C -5.3370 0.5849 2.0033  0.002
55 C -5.0916 -0.7332 1.7507  -0.003
56 C -4.1691 -1.0989 0.7471  0.010
57 C -3.5119 -0.1397 0.0313  0.045
58 C -3.7350 1.2377 0.2756  -0.171
59 H -1.1721 4.1478 -2.7185  0.012
60 H 0.2843 3.1486 -2.7737  0.000
61 H -0.2093 3.9049 -1.2420  -0.008
62 H -3.9067 2.9321 -3.2195  -0.008
63 H -5.1982 2.4178 -5.2319  -0.001
64 H -4.6813 0.3967 -6.5629  0.000
65 H -2.8410 -1.0972 -5.8614  0.000
66 H -1.5202 -0.5878 -3.8774  0.009
67 H -2.7422 4.3753 -0.6342  0.001
68 H -4.4356 4.9888 1.0473  -0.001
69 H -5.6370 3.2384 2.2917  -0.001
70 H -6.0496 0.8757 2.7656  0.000
71 H -5.6097 -1.5007 2.3106  0.000
72 H -3.9890 -2.1453 0.5346  0.001
73 H -2.8150 -0.4413 -0.7427  -0.038
74 C 5.1837 1.7441 0.0667  0.000
75 Si 3.7128 2.6098 -0.7171  0.001
76 C 3.8534 2.4080 -2.5734  0.001
77 C 3.7238 4.4389 -0.3152  0.000
78 C 2.1498 1.8648 0.0362  0.063
79 H 6.1238 2.1800 -0.2776  0.000
80 H 5.2040 0.6835 -0.2017  0.000
81 H 5.1611 1.8213 1.1568  0.000
82 H 4.7858 2.8743 -2.9024  0.000
83 H 3.0391 2.8931 -3.1161  0.000
84 H 3.8851 1.3601 -2.8750  0.000
85 H 4.6154 4.9273 -0.7141  0.000
86 H 3.7017 4.6110 0.7630  0.000
87 H 2.8544 4.9385 -0.7508  0.000
88 H 1.5245 2.6986 0.4208  0.006
89 H 2.4670 1.3811 0.9928  -0.005
90 C 1.3731 0.2035 -3.6130  0.017
91 Si 1.3378 -1.3721 -2.5853  -0.001
92 C 1.3083 -2.8802 -3.6877  0.003
93 C 2.9106 -1.3811 -1.5396  0.003
94 C -0.1244 -1.1817 -1.4451  -0.121
95 H 2.2448 0.2414 -4.2698  0.002
96 H 1.4349 1.0927 -2.9748  0.009
97 H 0.4836 0.3054 -4.2374  -0.003
98 H 2.1891 -2.9103 -4.3333  0.000
99 H 0.4235 -2.8763 -4.3284  0.000
100 H 1.2865 -3.8011 -3.1010  -0.001
101 H 3.7921 -1.3659 -2.1872  0.000
102 H 2.9882 -2.2617 -0.8989  -0.001
103 H 3.0099 -0.4974 -0.8942  0.003
104 H -0.3543 -2.0869 -0.8772  0.075
105 H -1.0054 -0.9781 -2.0639  0.050

Values from the calculation:
Net charge: +1
E_tot: -4866.892784 a.u.
Energy relative to the best compared isomer or geometry (same formula, charge and spin): 27.7 kJ/mol
Kohn-Sham gap (spin up / spin down): 0.2799 / 0.2206 hartree
2S+1: 2
E_HOMO (spin up / spin down): -10.453 / -10.689 eV

---

The lowest E_tot belongs to which entry?
C47H53AsClN2O7PS6Ta